No. 1
C37H50Cl2IrNPS | wB97M-V/def2-TZVPD

Output
**E**: -3258.776795 Ha
**Largest force on an atom**: 3.42 eV/Å
**Total charge**: -1
**HOMO energy (spin up / spin down)**: -1.4 / -5.3 eV
**Spin multiplicity**: 5
**Kohn-Sham gap (spin up / spin down)**: 0.142 / 0.260 hartree

Element x y z (Å)
1 P 0.05 -0.55 -1.71
2 C 1.57 0.05 -2.77
3 C 1.77 -0.42 -4.23
4 C 3.11 0.02 -4.84
5 C 3.48 1.48 -4.56
6 C 3.08 2.04 -3.18
7 C 1.71 1.56 -2.67
8 C -1.34 0.31 -2.66
9 C -1.08 0.42 -4.15
10 C -2.32 0.90 -4.90
11 C -2.92 2.19 -4.30
12 C -2.87 2.30 -2.76
13 C -1.64 1.68 -2.08
14 C -0.13 -2.21 -2.65
15 C 1.06 -3.12 -2.36
16 C 1.00 -4.47 -3.10
17 C -0.35 -5.21 -2.99
18 C -1.58 -4.26 -3.08
19 C -1.45 -2.90 -2.35
20 H 2.32 -0.45 -2.13
21 H 1.02 0.02 -4.89
22 H 1.65 -1.51 -4.32
23 H 2.99 -0.09 -5.94
24 H 3.91 -0.65 -4.50
25 H 4.57 1.57 -4.67
26 H 3.04 2.11 -5.34
27 H 3.85 1.76 -2.45
28 H 3.04 3.14 -3.24
29 H 1.54 1.90 -1.63
30 H 0.93 2.04 -3.28
31 H -2.19 -0.35 -2.46
32 H -3.07 0.09 -4.88
33 H -0.74 -0.53 -4.59
34 H -0.29 1.16 -4.29
35 H -2.04 1.08 -5.95
36 H -3.96 2.27 -4.64
37 H -2.38 3.05 -4.72
38 H -2.93 3.35 -2.47
39 H -3.74 1.77 -2.35
40 H -1.80 1.61 -0.99
41 H -0.77 2.34 -2.22
42 H -0.13 -2.01 -3.75
43 H 1.98 -2.58 -2.64
44 H 1.12 -3.31 -1.28
45 H 1.21 -4.31 -4.17
46 H 1.81 -5.12 -2.73
47 H -0.37 -5.74 -2.03
48 H -0.43 -5.97 -3.80
49 H -2.48 -4.77 -2.71
50 H -1.76 -4.05 -4.14
51 H -2.27 -2.25 -2.67
52 H -1.57 -3.03 -1.27
53 Ir -0.25 -0.14 1.11
54 Cl -2.35 -0.84 0.47
55 Cl 1.97 0.14 0.62
56 C -0.93 1.38 2.11
57 H -1.55 1.08 2.99
58 C -0.72 2.80 1.90
59 C -1.16 3.86 2.80
60 C -1.18 5.18 2.39
61 C -0.69 5.52 1.09
62 C -0.13 4.52 0.27
63 C -0.11 3.19 0.69
64 H -1.49 3.64 3.83
65 H -1.57 5.99 3.04
66 H 0.30 4.77 -0.72
67 H 0.39 2.43 0.09
68 H -0.74 6.57 0.75
69 N 0.24 -0.83 2.88
70 S -0.76 -0.98 4.24
71 C 0.02 -2.28 5.29
72 C -0.93 -2.98 6.04
73 C -0.48 -3.86 7.02
74 C 0.89 -4.08 7.19
75 C 1.82 -3.40 6.38
76 C 1.38 -2.47 5.43
77 C -0.27 0.40 5.33
78 C 0.98 1.01 5.33
79 C 1.28 1.96 6.32
80 C 0.32 2.36 7.26
81 C -0.97 1.80 7.18
82 C -1.25 0.81 6.24
83 H 1.14 -1.29 3.15
84 H -2.00 -2.81 5.88
85 H -1.23 -4.37 7.63
86 H 1.25 -4.76 7.97
87 H 2.89 -3.58 6.48
88 H 2.12 -1.92 4.85
89 H 1.72 0.78 4.58
90 H 2.29 2.39 6.32
91 H 0.55 3.13 8.01
92 H -1.78 2.13 7.84
93 H -2.24 0.37 6.19



No. 2
C37H50CsN10O3S3 | wB97M-V/def2-TZVPD

Output
**E**: -3427.944649 Ha
**Largest force on an atom**: 0.49 eV/Å
**Total charge**: -1
**HOMO energy**: -2.6 eV
**Kohn-Sham gap**: 0.116 hartree

Element x y z (Å)
1 Cs 0.29 0.53 0.20
2 S -4.15 3.74 1.44
3 C -2.70 3.06 0.80
4 S -1.16 3.50 1.46
5 S -2.82 1.86 -0.45
6 N -4.33 -1.05 6.26
7 C -3.93 -0.91 4.79
8 C -3.82 0.55 4.46
9 C -3.45 0.72 2.99
10 N -4.61 0.39 2.14
11 C -2.24 -0.15 2.62
12 C -2.30 -1.60 3.08
13 N -3.27 -2.42 2.35
14 C -2.64 -1.66 4.58
15 H -5.20 -0.56 6.44
16 H -3.60 -0.64 6.84
17 H -4.43 -2.03 6.52
18 H -4.75 -1.38 4.22
19 H -3.04 1.01 5.07
20 H -4.76 1.08 4.65
21 H -3.15 1.76 2.85
22 H -5.22 1.21 2.19
23 H -4.25 0.48 1.19
24 H -1.37 0.37 3.03
25 H -2.20 -0.13 1.53
26 H -1.31 -2.06 2.96
27 H -4.04 -1.82 2.08
28 H -2.83 -2.68 1.47
29 H -1.84 -1.18 5.16
30 H -2.73 -2.71 4.88
31 N -4.67 -1.71 -2.38
32 C -4.41 -1.00 -1.27
33 N -3.31 -1.44 -0.71
34 C -2.91 -2.43 -1.55
35 N -3.71 -2.64 -2.58
36 C -1.60 -3.09 -1.37
37 C -1.09 -3.96 -2.33
38 N 0.14 -4.46 -2.24
39 C 0.86 -4.06 -1.20
40 C 0.35 -3.20 -0.23
41 N -0.89 -2.72 -0.31
42 H -5.41 -1.60 -3.04
43 H -4.99 -0.15 -0.93
44 H -1.69 -4.25 -3.18
45 H 1.88 -4.42 -1.13
46 H 0.96 -2.86 0.60
47 O -0.87 1.60 -8.39
48 C -1.97 1.22 -7.57
49 C -1.48 0.93 -6.18
50 C -2.05 -0.06 -5.41
51 C -1.61 -0.23 -4.10
52 N -0.65 0.50 -3.55
53 C -0.08 1.45 -4.30
54 C -0.47 1.70 -5.61
55 C 0.96 2.30 -3.64
56 C 1.88 3.04 -4.37
57 C 2.78 3.87 -3.70
58 C 3.74 4.72 -4.49
59 O 3.15 5.95 -4.91
60 C 2.72 3.92 -2.32
61 C 1.79 3.11 -1.67
62 N 0.94 2.32 -2.31
63 H -1.21 1.92 -9.23
64 H -2.46 0.33 -7.97
65 H -2.71 2.03 -7.53
66 H -2.84 -0.69 -5.80
67 H -2.05 -0.99 -3.47
68 H -0.02 2.49 -6.19
69 H 1.92 2.97 -5.45
70 H 4.09 4.16 -5.37
71 H 4.60 4.98 -3.88
72 H 2.20 5.81 -5.00
73 H 3.39 4.55 -1.75
74 H 1.71 3.13 -0.59
75 C 1.58 -1.67 4.20
76 C 2.43 -0.40 4.24
77 C 1.58 0.82 3.88
78 C 3.69 -0.52 3.40
79 C 4.93 -0.45 4.03
80 C 6.12 -0.55 3.33
81 C 6.05 -0.72 1.95
82 C 4.84 -0.79 1.27
83 C 4.85 -0.97 -0.23
84 C 4.15 -2.26 -0.68
85 C 4.29 0.24 -0.98
86 C 3.61 -0.71 1.99
87 O 2.47 -0.79 1.38
88 H 0.68 -1.56 4.82
89 H 2.15 -2.53 4.56
90 H 1.28 -1.86 3.17
91 H 2.77 -0.26 5.28
92 H 1.09 0.67 2.93
93 H 2.19 1.72 3.81
94 H 0.81 0.99 4.64
95 H 4.95 -0.32 5.11
96 H 7.07 -0.50 3.83
97 H 6.97 -0.79 1.37
98 H 5.90 -1.05 -0.52
99 H 3.11 -2.22 -0.39
100 H 4.62 -3.13 -0.21
101 H 4.22 -2.38 -1.77
102 H 3.24 0.41 -0.77
103 H 4.41 0.11 -2.06
104 H 4.84 1.15 -0.70



What did the first record say?
C37H50Cl2IrNPS | wB97M-V/def2-TZVPD

Output
**E**: -3258.776795 Ha
**Largest force on an atom**: 3.42 eV/Å
**Total charge**: -1
**HOMO energy (spin up / spin down)**: -1.4 / -5.3 eV
**Spin multiplicity**: 5
**Kohn-Sham gap (spin up / spin down)**: 0.142 / 0.260 hartree

Element x y z (Å)
1 P 0.05 -0.55 -1.71
2 C 1.57 0.05 -2.77
3 C 1.77 -0.42 -4.23
4 C 3.11 0.02 -4.84
5 C 3.48 1.48 -4.56
6 C 3.08 2.04 -3.18
7 C 1.71 1.56 -2.67
8 C -1.34 0.31 -2.66
9 C -1.08 0.42 -4.15
10 C -2.32 0.90 -4.90
11 C -2.92 2.19 -4.30
12 C -2.87 2.30 -2.76
13 C -1.64 1.68 -2.08
14 C -0.13 -2.21 -2.65
15 C 1.06 -3.12 -2.36
16 C 1.00 -4.47 -3.10
17 C -0.35 -5.21 -2.99
18 C -1.58 -4.26 -3.08
19 C -1.45 -2.90 -2.35
20 H 2.32 -0.45 -2.13
21 H 1.02 0.02 -4.89
22 H 1.65 -1.51 -4.32
23 H 2.99 -0.09 -5.94
24 H 3.91 -0.65 -4.50
25 H 4.57 1.57 -4.67
26 H 3.04 2.11 -5.34
27 H 3.85 1.76 -2.45
28 H 3.04 3.14 -3.24
29 H 1.54 1.90 -1.63
30 H 0.93 2.04 -3.28
31 H -2.19 -0.35 -2.46
32 H -3.07 0.09 -4.88
33 H -0.74 -0.53 -4.59
34 H -0.29 1.16 -4.29
35 H -2.04 1.08 -5.95
36 H -3.96 2.27 -4.64
37 H -2.38 3.05 -4.72
38 H -2.93 3.35 -2.47
39 H -3.74 1.77 -2.35
40 H -1.80 1.61 -0.99
41 H -0.77 2.34 -2.22
42 H -0.13 -2.01 -3.75
43 H 1.98 -2.58 -2.64
44 H 1.12 -3.31 -1.28
45 H 1.21 -4.31 -4.17
46 H 1.81 -5.12 -2.73
47 H -0.37 -5.74 -2.03
48 H -0.43 -5.97 -3.80
49 H -2.48 -4.77 -2.71
50 H -1.76 -4.05 -4.14
51 H -2.27 -2.25 -2.67
52 H -1.57 -3.03 -1.27
53 Ir -0.25 -0.14 1.11
54 Cl -2.35 -0.84 0.47
55 Cl 1.97 0.14 0.62
56 C -0.93 1.38 2.11
57 H -1.55 1.08 2.99
58 C -0.72 2.80 1.90
59 C -1.16 3.86 2.80
60 C -1.18 5.18 2.39
61 C -0.69 5.52 1.09
62 C -0.13 4.52 0.27
63 C -0.11 3.19 0.69
64 H -1.49 3.64 3.83
65 H -1.57 5.99 3.04
66 H 0.30 4.77 -0.72
67 H 0.39 2.43 0.09
68 H -0.74 6.57 0.75
69 N 0.24 -0.83 2.88
70 S -0.76 -0.98 4.24
71 C 0.02 -2.28 5.29
72 C -0.93 -2.98 6.04
73 C -0.48 -3.86 7.02
74 C 0.89 -4.08 7.19
75 C 1.82 -3.40 6.38
76 C 1.38 -2.47 5.43
77 C -0.27 0.40 5.33
78 C 0.98 1.01 5.33
79 C 1.28 1.96 6.32
80 C 0.32 2.36 7.26
81 C -0.97 1.80 7.18
82 C -1.25 0.81 6.24
83 H 1.14 -1.29 3.15
84 H -2.00 -2.81 5.88
85 H -1.23 -4.37 7.63
86 H 1.25 -4.76 7.97
87 H 2.89 -3.58 6.48
88 H 2.12 -1.92 4.85
89 H 1.72 0.78 4.58
90 H 2.29 2.39 6.32
91 H 0.55 3.13 8.01
92 H -1.78 2.13 7.84
93 H -2.24 0.37 6.19